The following is a DFT calculation (ωB97M-V with the def2-TZVPD basis set) of a molecular structure, C33H40O5P2Pt.

Values from the calculation:
HOMO energy (alpha / beta), Ha: -0.524 / -0.524
Spin multiplicity: 3
Calculated total energy, eV: -66917.9747
<S²>: 2.01
Energy relative to the best compared isomer or geometry (same formula, charge and spin), kcal/mol: 4.9
Frontier orbital gap (alpha / beta), eV: 9.620 / 7.253
Net charge: +2

Each line ends with the Mulliken spin population.
CARTESIAN COORDINATES (ANGSTROEM)
1 Pt -1.6206 0.8616 0.5573  1.506
2 O 0.5405 1.1483 0.6200  0.135
3 P 1.3411 1.0204 -0.6792  -0.029
4 C 1.0959 -0.6668 -1.3340  -0.005
5 P 0.5182 -1.7054 0.0483  0.024
6 O -0.8303 -1.1980 0.5510  0.149
7 C 1.8053 -1.6683 1.2856  0.004
8 C 1.5164 -1.2199 2.5712  -0.008
9 C 2.5268 -1.1611 3.5184  -0.003
10 C 3.8174 -1.5454 3.1787  0.000
11 C 4.1025 -2.0063 1.8990  0.000
12 C 3.0970 -2.0730 0.9496  0.000
13 C 0.3451 -3.3840 -0.5361  0.007
14 C 0.1281 -3.6915 -1.8779  0.001
15 C -0.0640 -5.0114 -2.2551  -0.001
16 C -0.0549 -6.0158 -1.2967  0.003
17 C 0.1484 -5.7101 0.0436  -0.001
18 C 0.3577 -4.3959 0.4273  0.000
19 C 0.8255 2.1735 -1.9552  0.010
20 C -0.4166 2.0270 -2.5788  -0.015
21 C -0.8386 2.9541 -3.5152  0.000
22 C -0.0209 4.0319 -3.8384  0.000
23 C 1.2175 4.1765 -3.2323  0.000
24 C 1.6454 3.2486 -2.2926  0.001
25 C 3.0733 1.2325 -0.3316  0.012
26 C 4.0309 0.8954 -1.2903  -0.001
27 C 5.3744 1.0417 -0.9924  0.001
28 C 5.7589 1.5251 0.2537  0.000
29 C 4.8058 1.8692 1.2014  0.000
30 C 3.4572 1.7223 0.9136  0.003
31 H 2.0258 -1.0629 -1.7444  -0.001
32 H 0.3421 -0.6485 -2.1232  0.001
33 H 0.5044 -0.9234 2.8181  0.000
34 H 2.3094 -0.8206 4.5220  0.000
35 H 4.6062 -1.4946 3.9176  0.000
36 H 5.1055 -2.3223 1.6455  0.000
37 H 3.3157 -2.4559 -0.0416  0.000
38 H 0.1067 -2.9104 -2.6286  0.000
39 H -0.2117 -5.2597 -3.2975  0.000
40 H -0.2030 -7.0450 -1.5951  0.000
41 H 0.1536 -6.4958 0.7868  0.000
42 H 0.5378 -4.1525 1.4681  0.000
43 H -1.0486 1.1704 -2.3639  0.004
44 H -1.7938 2.8289 -4.0072  0.000
45 H -0.3476 4.7525 -4.5763  0.000
46 H 1.8566 5.0096 -3.4915  0.000
47 H 2.6127 3.3631 -1.8208  0.000
48 H 3.7305 0.5396 -2.2700  0.000
49 H 6.1217 0.7825 -1.7300  0.000
50 H 6.8106 1.6351 0.4826  0.000
51 H 5.1132 2.2515 2.1654  0.000
52 H 2.7024 1.9748 1.6470  -0.001
53 C -0.8538 3.0752 2.5472  -0.005
54 O -1.1440 3.0022 1.1367  0.086
55 C -2.0699 3.9906 0.6729  -0.019
56 C -3.4713 3.4683 0.7477  0.012
57 O -3.4772 2.2858 -0.0552  0.054
58 C -4.8177 1.8692 -0.3566  -0.004
59 H -0.4131 4.0479 2.7651  0.002
60 H -0.1344 2.2912 2.7593  0.002
61 H -1.7559 2.9363 3.1449  -0.001
62 H -1.8202 4.1662 -0.3738  0.003
63 H -1.9422 4.9132 1.2399  -0.002
64 H -4.1571 4.2063 0.3252  -0.001
65 H -3.7892 3.2402 1.7703  -0.001
66 H -5.3540 2.7053 -0.8064  0.000
67 H -5.3378 1.5479 0.5474  0.001
68 H -4.7648 1.0549 -1.0670  0.002
69 C -3.4046 -2.7051 1.3739  -0.002
70 C -3.7983 -2.8109 -0.1053  0.008
71 C -3.4933 -1.4285 -0.6843  -0.002
72 O -3.3266 -0.5283 0.4512  0.065
73 C -3.6528 -1.2437 1.6812  0.003
74 H -2.3525 -2.9414 1.5046  -0.001
75 H -3.9978 -3.3571 2.0116  0.000
76 H -4.8573 -3.0424 -0.2093  0.000
77 H -3.2303 -3.5842 -0.6193  -0.001
78 H -4.3056 -1.0411 -1.2986  0.004
79 H -2.5703 -1.4145 -1.2603  -0.004
80 H -4.7058 -1.0541 1.8994  0.002
81 H -3.0357 -0.8412 2.4815  0.000

Cartesian forces (eV/Å) of the 6 atoms listed first:
Pt 0.142 -0.142 -0.278
O -0.203 0.077 -0.217
P 0.109 0.108 -0.202
C -0.131 0.063 0.229
P 0.064 -0.228 -0.191
O 0.069 0.193 0.098



The following is a DFT calculation (ωB97M-V with the def2-TZVPD basis set) of a molecular structure, C33H41BiF4Ge2N3O4.

Values from the calculation:
HOMO energy, Ha: -0.383
Calculated total energy, eV: -177280.7452
Energy relative to the best compared isomer or geometry (same formula, charge and spin), kcal/mol: 16.1
Frontier orbital gap, eV: 6.277
Net charge: +1

Each line ends with the Mulliken charge.
CARTESIAN COORDINATES (ANGSTROEM)
1 Bi -0.8402 -0.3232 0.0619  -1.972
2 C -3.0997 -3.1294 0.7243  -1.076
3 N -2.7331 -1.8300 1.3008  0.431
4 C -2.2289 -2.0139 2.6671  -1.121
5 C -3.8611 -0.9087 1.2571  -1.239
6 C -3.5111 0.4877 1.7569  -1.375
7 N -2.1237 0.8664 1.4900  1.581
8 C -1.6538 2.0205 2.1028  0.223
9 C -0.2945 2.3109 2.1877  -0.775
10 F 0.5604 1.4703 1.5692  0.132
11 C 0.2378 3.4072 2.8223  -0.086
12 F 1.5647 3.5585 2.8095  -0.294
13 C -0.5697 4.3251 3.4520  -0.599
14 C -1.9246 4.0935 3.3661  0.125
15 F -2.7780 4.9564 3.9133  -0.304
16 C -2.4558 3.0076 2.6986  0.461
17 F -3.7966 2.9517 2.6043  -0.329
18 H -3.8327 -3.6477 1.3538  0.396
19 H -2.2119 -3.7621 0.6333  0.188
20 H -3.5405 -2.9950 -0.2638  0.334
21 H -3.0318 -2.3454 3.3356  0.407
22 H -1.8070 -1.0836 3.0488  0.211
23 H -1.4499 -2.7780 2.6637  0.303
24 H -4.7075 -1.2872 1.8421  0.430
25 H -4.2012 -0.8675 0.2237  0.276
26 H -3.6870 0.5396 2.8330  0.767
27 H -4.2260 1.1655 1.2924  0.491
28 H -0.1668 5.1866 3.9705  0.535
29 O -4.8953 1.2949 -2.1244  -0.494
30 C -3.6810 0.8774 -1.7762  -0.138
31 O -2.8503 1.5612 -1.2496  -0.321
32 C -3.4361 -0.5583 -2.1431  0.151
33 C -4.3011 -1.2052 -2.9909  -0.641
34 C -3.9705 -2.4724 -3.4614  -0.842
35 C -2.7515 -3.0006 -3.1202  -0.872
36 C -1.9315 -2.3034 -2.2409  0.667
37 N -2.2901 -1.1343 -1.7046  1.327
38 C -0.5509 -2.8577 -1.9071  -0.479
39 O -0.3103 -4.0062 -2.2361  -0.727
40 O 0.1997 -1.9897 -1.3433  -0.566
41 H -4.9764 2.2320 -1.8942  0.415
42 H -5.2094 -0.7046 -3.2991  0.646
43 H -4.6533 -3.0147 -4.1061  0.475
44 H -2.3872 -3.9459 -3.5010  0.641
45 C 2.6077 -4.1168 1.2840  -1.337
46 C 1.1502 -3.6464 1.1429  -0.242
47 Ge 1.0319 -1.7189 1.3694  1.499
48 C 1.1452 -1.3070 3.2849  -0.194
49 C 2.6102 -1.2221 3.7534  -1.330
50 C 2.4431 -0.7479 0.4208  -0.685
51 C 2.5068 0.2264 -0.5038  0.892
52 Ge 0.9294 1.0806 -1.3430  1.825
53 C 0.5001 0.6238 -3.1936  0.031
54 C 1.4386 1.1838 -4.2739  -1.296
55 C 0.5491 2.9669 -0.9970  0.346
56 C 1.5631 3.9941 -1.5276  -1.429
57 C 3.8180 0.7559 -0.9985  0.557
58 C 3.8583 1.7068 -2.0182  0.219
59 C 5.0535 2.2218 -2.5007  -1.684
60 C 6.2522 1.7902 -1.9602  -0.514
61 C 6.2373 0.8442 -0.9402  -0.866
62 C 5.0406 0.3356 -0.4663  -0.564
63 H 2.6566 -5.2048 1.1916  0.404
64 H 3.0461 -3.8514 2.2494  0.277
65 H 3.2366 -3.6922 0.4958  0.320
66 H 0.5132 -4.1084 1.9029  0.383
67 H 0.7652 -3.9168 0.1612  0.306
68 H 0.6070 -2.1006 3.8150  0.445
69 H 0.6292 -0.3709 3.4947  0.157
70 H 3.1466 -2.1630 3.6036  0.254
71 H 2.6563 -0.9892 4.8203  0.415
72 H 3.1554 -0.4354 3.2220  0.340
73 H 3.4047 -1.1313 0.7684  0.369
74 H -0.5152 1.0113 -3.3353  0.253
75 H 0.4575 -0.4639 -3.2522  0.179
76 H 1.5489 2.2688 -4.2086  0.253
77 H 1.0369 0.9586 -5.2645  0.462
78 H 2.4329 0.7387 -4.2116  0.343
79 H 0.4217 3.0951 0.0798  -0.178
80 H -0.4335 3.1144 -1.4537  0.310
81 H 2.5339 3.8940 -1.0394  0.380
82 H 1.1967 5.0045 -1.3306  0.451
83 H 1.7186 3.9105 -2.6063  0.290
84 H 2.9360 2.0619 -2.4577  0.314
85 H 5.0437 2.9582 -3.2965  0.422
86 H 7.1925 2.1862 -2.3254  0.423
87 H 7.1687 0.5011 -0.5069  0.417
88 H 5.0740 -0.3945 0.3330  0.417

Cartesian forces (eV/Å) of the 6 atoms listed first:
Bi -0.129 -0.099 0.675
C 0.114 0.005 0.007
N 0.048 -0.089 -0.138
C 0.005 0.001 -0.104
C 0.057 0.034 -0.004
C 0.181 -0.044 0.048



The following is a DFT calculation (ωB97M-V with the def2-TZVPD basis set) of a molecular structure, C33H41Cl5FIrN3OP2Si.

Values from the calculation:
HOMO energy (alpha / beta), Ha: -0.354 / -0.386
Spin multiplicity: 5
Calculated total energy, eV: -136023.6940
<S²>: 6.04
Energy relative to the best compared isomer or geometry (same formula, charge and spin), kcal/mol: 2.9
Frontier orbital gap (alpha / beta), eV: 6.719 / 5.496
Net charge: +1

Each line ends with the Mulliken spin population.
CARTESIAN COORDINATES (ANGSTROEM)
1 Ir 0.3369 0.0826 -0.5522  1.817
2 C -0.3237 3.3520 -0.6943  0.081
3 Si 0.9141 3.1046 0.6812  -0.031
4 C 2.0141 4.5942 0.7818  0.006
5 C 0.0544 2.8359 2.2988  0.031
6 N 1.6848 1.5213 0.3113  0.738
7 C 2.9659 1.1597 0.5978  0.072
8 C 4.0637 2.0640 0.5959  0.106
9 C 5.3412 1.6437 0.8799  -0.059
10 C 5.5931 0.3076 1.2023  0.164
11 C 4.5545 -0.6172 1.2083  -0.068
12 C 3.2929 -0.1882 0.8901  0.091
13 F 2.2980 -1.0853 0.8919  0.014
14 H -1.1752 3.9495 -0.3524  -0.002
15 H -0.7206 2.3894 -1.0312  0.045
16 H 0.1195 3.8524 -1.5608  0.007
17 H 1.3723 5.4526 1.0072  0.001
18 H 2.5278 4.8069 -0.1601  0.000
19 H 2.7543 4.5217 1.5820  -0.002
20 H -0.4638 3.7570 2.5825  0.003
21 H 0.7585 2.5823 3.0961  0.001
22 H -0.6833 2.0321 2.2271  -0.002
23 H 3.8901 3.0908 0.3151  0.004
24 H 6.1549 2.3562 0.8539  0.001
25 H 6.5977 -0.0148 1.4423  0.006
26 H 4.7142 -1.6586 1.4559  0.000
27 C 3.0437 -1.2967 -2.5503  0.029
28 P 1.6001 -0.2029 -2.6621  0.216
29 C 0.4156 -1.2054 -3.6651  0.009
30 N 0.9175 -1.8525 -4.6827  -0.002
31 C 0.1169 -2.7132 -5.3654  0.000
32 C 0.6368 -3.4368 -6.4624  0.001
33 C -0.1611 -4.3323 -7.1118  0.000
34 C -1.5005 -4.5419 -6.6994  0.000
35 C -2.0246 -3.8507 -5.6466  0.001
36 C -1.2177 -2.9161 -4.9608  -0.001
37 N -1.7269 -2.2302 -3.9036  -0.002
38 C -0.9543 -1.3896 -3.2737  0.038
39 P -1.7122 -0.5349 -1.8124  0.279
40 C -2.6919 -1.8545 -1.0490  0.027
41 C -3.0297 0.5967 -2.5198  0.001
42 C -2.4223 1.4940 -3.5953  0.018
43 C -3.5494 1.4603 -1.3611  0.027
44 C -4.1865 -0.2130 -3.1092  0.006
45 C 2.1731 1.1979 -3.7498  0.038
46 C 2.9537 0.7052 -4.9712  0.006
47 C 3.0650 2.0903 -2.8802  0.013
48 C 0.9507 1.9992 -4.1873  -0.007
49 H 3.2794 -1.6981 -3.5347  0.002
50 H 2.8028 -2.1143 -1.8730  0.009
51 H 3.8941 -0.7361 -2.1576  -0.005
52 H 1.6658 -3.2665 -6.7535  0.000
53 H 0.2308 -4.8975 -7.9476  0.000
54 H -2.1102 -5.2636 -7.2279  0.000
55 H -3.0467 -3.9967 -5.3193  0.000
56 H -3.4615 -1.4082 -0.4199  -0.006
57 H -2.0682 -2.4983 -0.4352  0.003
58 H -3.1477 -2.4420 -1.8433  0.003
59 H -1.6376 2.1295 -3.1855  0.002
60 H -3.2016 2.1454 -3.9992  0.000
61 H -2.0111 0.9154 -4.4256  0.000
62 H -2.7809 2.1311 -0.9815  0.002
63 H -3.9142 0.8522 -0.5286  0.000
64 H -4.3854 2.0714 -1.7121  0.001
65 H -3.8452 -0.9721 -3.8125  0.000
66 H -4.8402 0.4792 -3.6469  0.001
67 H -4.7847 -0.6958 -2.3353  0.000
68 H 3.9376 0.3233 -4.6908  0.000
69 H 3.1073 1.5468 -5.6534  0.000
70 H 2.4219 -0.0770 -5.5103  0.000
71 H 3.9499 1.5614 -2.5161  0.005
72 H 2.5127 2.4746 -2.0184  0.006
73 H 3.4100 2.9431 -3.4722  -0.001
74 H 0.3023 1.4186 -4.8471  -0.001
75 H 1.2723 2.8916 -4.7321  0.000
76 H 0.3702 2.3243 -3.3220  -0.007
77 Cl -0.0793 -6.5100 2.9196  0.003
78 C 0.0709 -5.2044 1.8131  0.014
79 C -0.2982 -3.9186 2.1884  -0.014
80 Cl -0.9270 -3.6147 3.7580  0.000
81 C -0.1638 -2.8738 1.2801  -0.036
82 Cl -0.6394 -1.2619 1.7070  0.068
83 C 0.3367 -3.0538 -0.0133  0.005
84 O 0.4651 -2.0854 -0.8936  0.200
85 C 0.6835 -4.3657 -0.3711  0.033
86 Cl 1.2511 -4.6107 -1.9827  0.001
87 C 0.5567 -5.4217 0.5206  -0.007
88 Cl 0.9943 -7.0063 0.0320  0.000

Cartesian forces (eV/Å) of the 6 atoms listed first:
Ir 0.023 -0.467 -0.627
C 0.039 0.084 -0.052
Si -0.319 0.104 -0.178
C 0.245 0.024 0.010
C -0.015 -0.122 0.161
N 0.038 -0.407 -0.203